{
  "formula": "C26H18Cl4F3IrN2O5S2Se",
  "method": "wB97M-V/def2-TZVPD",
  "e_homo_ev": [-4.63, -4.61],
  "total_charge": -1,
  "lumo_energy_ev": [1.5, 1.0],
  "spin_multiplicity": 2,
  "e_tot_ev": -188571.6588,
  "e_above_lowest_kj_mol": 128.0,
  "s2": 0.765,
  "symbols": ["C", "S", "H", "C", "Ir", "C", "C", "O", "N", "Cl", "H", "Cl", "H", "H", "N", "S", "Cl", "H", "C", "F", "C", "C", "Cl", "O", "F", "H", "C", "O", "C", "H", "H", "C", "Se", "O", "C", "C", "H", "H", "C", "C", "C", "H", "C", "H", "H", "H", "H", "H", "H", "C", "C", "C", "C", "F", "H", "C", "C", "C", "C", "C", "O", "C"],
  "xyz": [[-1.750, 4.473, -0.439], [4.261, -2.133, 1.176], [-4.974, -3.883, -2.159], [-4.391, -1.416, 0.760], [1.097, 1.459, -0.430], [3.711, 0.029, -0.053], [-5.370, -2.395, 0.838], [3.811, -2.177, 2.532], [0.946, -0.599, -0.547], [2.394, 6.270, -0.348], [-2.006, -2.592, -2.517], [-3.011, 6.863, -0.194], [-6.618, -4.901, 0.789], [-4.732, 0.437, 1.804], [3.182, -1.167, 0.287], [1.267, -3.157, -0.141], [-3.314, 3.734, -0.481], [8.004, 1.883, 0.298], [0.662, -2.593, -1.699], [2.115, 1.105, 2.141], [-3.626, -1.291, -0.423], [0.552, -1.259, -1.690], [-0.147, 8.140, -0.147], [1.661, 3.382, -0.587], [0.031, 0.535, 2.003], [0.390, -3.281, -2.480], [-4.193, -0.503, 1.942], [-0.682, 2.344, -0.695], [5.995, 1.183, 0.056], [-2.860, -1.170, -3.082], [-3.465, -2.789, -3.504], [5.597, -1.005, 0.963], [-2.446, 0.175, -0.607], [3.134, 0.976, -0.593], [-0.337, 6.424, -0.292], [-0.632, 3.663, -0.535], [1.358, -1.310, 1.383], [5.613, 2.071, -0.428], [-5.610, -3.279, -0.209], [-2.999, -2.188, -2.722], [5.153, 0.114, 0.298], [8.795, -0.142, 1.445], [0.927, 1.432, 1.514], [7.231, -2.016, 1.928], [0.147, -0.672, -2.504], [-4.563, -0.980, 2.850], [-3.144, -0.247, 2.072], [-7.689, -3.802, -0.071], [-5.970, -2.468, 1.740], [1.630, -1.441, 0.339], [-6.716, -4.295, -0.114], [0.657, 4.232, -0.495], [0.794, 5.606, -0.382], [0.566, 2.622, 2.035], [-6.713, -4.962, -0.976], [6.901, -1.136, 1.394], [7.763, -0.080, 1.124], [-4.815, -3.186, -1.342], [-3.832, -2.212, -1.472], [7.315, 1.067, 0.471], [4.548, -3.353, 0.493], [-1.604, 5.860, -0.316]],
  "forces_ev_per_a": [[-0.043, 0.038, 0.000], [-0.087, 0.033, -0.085], [0.000, 0.005, -0.001], [0.030, -0.006, 0.041], [0.884, 0.886, -0.663], [0.056, -0.250, -0.031], [0.012, -0.020, -0.006], [0.002, -0.025, 0.019], [-0.581, -0.052, -0.053], [-0.038, -0.017, -0.012], [0.015, 0.035, -0.003], [0.011, -0.001, -0.002], [-0.001, -0.007, -0.005], [0.025, 0.014, -0.004], [0.259, 0.170, 0.076], [-0.046, 0.112, 0.047], [0.028, 0.005, -0.012], [0.004, -0.005, -0.009], [0.103, -0.079, -0.039], [-0.035, 0.041, 0.049], [-0.104, 0.104, 0.031], [0.149, 0.006, 0.123], [0.001, -0.018, 0.007], [0.117, 0.249, 0.050], [-0.023, 0.064, 0.045], [0.040, 0.003, -0.010], [0.004, -0.016, -0.036], [-0.496, -0.303, 0.170], [0.043, 0.009, -0.034], [-0.001, -0.007, -0.008], [0.006, -0.012, 0.008], [0.036, 0.028, 0.109], [-0.134, -0.330, 0.037], [0.045, 0.061, 0.443], [-0.020, 0.023, 0.001], [0.183, -0.125, -0.033], [0.284, 0.157, 0.043], [0.020, -0.012, -0.029], [-0.018, 0.010, 0.002], [-0.042, 0.022, -0.010], [-0.125, 0.012, -0.097], [0.002, 0.002, -0.005], [0.209, -0.327, 0.084], [0.018, -0.005, -0.023], [-0.031, 0.011, 0.022], [-0.036, 0.016, -0.009], [-0.001, -0.004, 0.016], [-0.005, -0.011, -0.003], [0.012, -0.007, 0.004], [-0.716, -0.411, -0.130], [0.046, 0.010, 0.017], [-0.100, -0.114, -0.051], [0.056, 0.050, 0.003], [0.019, 0.014, 0.015], [-0.003, -0.010, 0.008], [-0.016, -0.011, 0.014], [-0.011, 0.012, 0.032], [0.002, 0.007, -0.011], [0.001, -0.008, -0.043], [-0.035, 0.005, 0.024], [0.023, -0.006, -0.059], [0.002, -0.015, -0.021]]
}